# 1
Formula: C3H9CeO3
Source: OMol25
Level of theory: ωB97M-V/def2-TZVPD

```
16
Properties=species:S:1:pos:R:3:forces:R:3:lowdin_spin:R:1
Ce -0.399 -0.899 2.867 1.1 -0.3 0.9 1.86
O 1.313 -1.573 3.938 -0.5 1.3 1.4 0.05
H 1.372 -3.343 4.631 0.5 -1.9 3.1 0.00
C -1.318 1.084 5.600 -0.5 0.4 0.4 0.01
O -0.249 0.382 4.988 0.0 -0.4 -1.1 0.05
C 0.721 -0.131 5.904 0.2 -0.8 0.4 0.01
C 1.836 -0.777 5.097 0.4 0.9 -1.3 0.01
H -2.030 1.361 4.816 0.1 0.0 0.2 0.01
H -1.823 0.445 6.339 0.2 0.2 -0.2 0.00
H -0.928 1.995 6.077 -0.2 -0.2 -0.1 0.00
H 0.219 -0.872 6.547 0.2 0.2 -0.1 0.00
H 1.107 0.701 6.514 0.0 -0.3 -0.1 0.00
H 2.547 -1.246 5.799 -0.6 -0.7 -0.6 0.00
H 2.435 0.036 4.640 -0.3 -0.3 0.1 0.00
O 1.539 -3.963 5.488 -0.6 2.2 -3.1 0.00
H 2.302 -4.461 5.183 0.2 -0.3 0.2 0.00
```
Forces are in eV/Å.

As for the spin multiplicity: 3. The calculation puts the LUMO energy (alpha / beta) at -4.02 / -4.52 eV. As for the HOMO-LUMO gap (alpha / beta): 6.073 / 9.131 eV. As for the net charge: +1.

=====

# 2
Formula: C32H40ClN2OSSiTeV
Source: OMol25
Level of theory: ωB97M-V/def2-TZVPD

```
80
Properties=species:S:1:pos:R:3:forces:R:3:lowdin_spin:R:1
V 13.459 -11.585 5.489 2.0 -3.5 -0.4 2.15
Cl 17.207 -17.063 8.795 -0.1 -0.1 0.3 0.00
C 16.130 -15.982 8.021 -1.2 2.2 -0.7 -0.01
C 15.343 -16.415 6.922 2.1 -2.0 1.7 0.00
C 14.560 -15.621 6.208 -2.1 0.9 -1.2 0.00
C 14.542 -14.224 6.380 0.6 -0.1 0.7 0.00
O 13.737 -13.548 5.596 0.0 1.7 0.6 -0.02
C 15.391 -13.725 7.463 -1.2 1.3 -0.2 -0.01
C 15.644 -12.301 7.551 -0.6 -0.1 -0.8 0.02
N 15.244 -11.507 6.571 -0.6 0.4 0.9 -0.01
C 15.691 -10.177 6.335 0.9 0.0 1.0 0.00
C 16.189 -9.258 7.250 -1.2 1.3 -0.5 0.01
C 16.308 -7.843 6.894 0.0 -1.9 -1.0 0.00
C 16.129 -7.486 5.569 0.8 0.2 0.4 0.01
C 15.713 -8.427 4.575 1.0 -1.4 1.6 0.00
C 15.425 -8.061 3.275 -1.0 -1.2 -1.5 0.01
C 14.851 -8.994 2.393 0.0 -0.2 1.4 0.00
C 14.580 -10.287 2.906 0.3 0.4 0.5 0.01
N 14.724 -10.639 4.228 1.1 1.0 -2.9 -0.01
C 15.528 -9.813 4.976 -2.3 2.1 0.0 0.00
C 15.998 -14.634 8.373 1.1 -1.5 -0.4 0.01
H 15.445 -17.475 6.722 -0.4 0.0 -0.3 0.00
H 13.803 -16.023 5.526 0.7 0.1 -0.1 0.00
H 16.188 -11.818 8.376 0.3 -0.7 -0.3 0.00
H 16.221 -9.513 8.302 0.3 -0.1 0.0 0.00
H 16.561 -7.108 7.653 0.1 -0.2 -0.2 0.00
H 16.411 -6.472 5.249 -0.5 -0.4 0.1 0.00
H 15.640 -7.068 2.978 -0.1 0.9 -0.3 0.00
H 14.420 -8.784 1.399 0.9 0.1 0.5 0.00
H 14.325 -11.003 2.123 -0.7 -0.4 0.9 0.00
H 16.503 -14.343 9.289 0.1 0.5 -0.3 0.00
Te 16.699 -13.881 3.422 -0.6 0.3 0.1 0.00
C 18.059 -13.357 1.919 1.0 -1.1 0.7 0.00
C 19.293 -14.060 1.802 -2.8 0.8 0.4 0.00
C 20.088 -13.541 0.800 0.1 1.8 -1.7 0.00
C 19.448 -12.488 0.145 1.2 1.1 -0.9 0.00
S 17.895 -12.045 0.765 1.3 -2.1 1.1 0.00
H 19.493 -14.973 2.350 0.0 0.3 0.2 0.00
H 21.105 -13.875 0.572 -0.5 0.2 -0.1 0.00
H 19.821 -11.750 -0.597 0.1 -1.1 0.5 0.00
C 11.166 -8.958 7.665 -0.4 -0.4 1.2 0.00
C 10.764 -9.224 6.219 0.1 -0.6 -0.1 -0.01
C 9.353 -8.681 6.045 -1.2 -0.8 0.4 0.00
C 11.672 -8.385 5.327 -0.4 0.8 -0.7 0.00
Si 10.984 -11.178 5.792 -1.7 0.3 0.2 -0.08
C 10.028 -11.708 4.170 0.9 1.2 -0.4 -0.02
C 10.624 -13.033 3.711 1.1 -0.6 -0.1 -0.01
C 8.528 -11.873 4.253 -0.6 0.6 0.3 0.00
C 10.186 -10.716 3.015 0.6 0.5 -0.6 0.00
C 10.266 -12.393 7.213 0.5 0.9 0.3 -0.01
C 9.001 -11.822 7.865 -0.6 0.0 0.3 0.00
C 9.963 -13.854 6.824 0.3 0.0 -0.5 0.00
C 11.389 -12.443 8.266 0.7 -0.1 0.0 0.00
H 10.832 -7.939 7.960 0.4 -0.5 0.0 0.00
H 12.222 -9.103 7.906 0.3 0.4 -0.4 0.00
H 10.712 -9.679 8.374 -0.2 0.6 -0.4 0.00
H 9.276 -7.630 6.335 0.3 0.1 0.0 0.00
H 8.655 -9.209 6.743 0.3 0.3 -0.8 0.00
H 8.986 -8.751 5.008 0.1 -0.2 0.4 0.00
H 11.590 -8.576 4.252 -0.1 -0.3 0.1 0.00
H 12.716 -8.482 5.594 0.5 0.1 0.2 0.00
H 11.372 -7.310 5.394 0.4 -0.6 0.3 0.00
H 10.289 -13.845 4.378 0.1 0.2 -0.7 0.00
H 11.766 -13.122 3.703 -1.3 0.4 0.0 0.00
H 10.295 -13.155 2.665 0.1 -0.6 0.4 0.00
H 8.333 -12.723 4.870 -0.7 -0.5 0.3 0.00
H 8.107 -12.027 3.243 0.2 -0.2 0.3 0.00
H 8.011 -10.979 4.664 0.3 -0.5 -0.1 0.00
H 11.137 -10.210 2.885 0.6 -0.2 0.2 0.00
H 9.481 -9.891 3.047 -0.4 0.0 0.1 0.00
H 10.041 -11.260 2.075 -0.3 0.1 0.0 0.00
H 8.121 -11.983 7.232 0.2 0.3 -0.2 0.00
H 9.018 -10.762 8.171 0.2 -0.5 -0.2 0.00
H 8.757 -12.408 8.766 0.2 0.1 0.0 0.00
H 9.006 -13.909 6.235 1.1 -0.3 0.5 0.00
H 9.872 -14.523 7.718 0.0 0.7 -0.5 0.00
H 10.857 -14.198 6.250 -0.9 -0.2 0.3 0.00
H 12.045 -11.572 8.408 -0.5 0.2 -0.1 0.00
H 12.100 -13.246 8.102 0.1 -0.4 -0.5 0.00
H 10.966 -12.688 9.216 -0.4 0.0 0.9 0.00
```
Forces are in eV/Å.

Its energy relative to the best compared isomer or geometry (same formula, charge and spin) is 40.32 kcal/mol. As for the spin multiplicity: 3. The calculation puts the LUMO energy (alpha / beta) at -2.01 / -1.94 eV. As for the HOMO-LUMO gap (alpha / beta): 3.007 / 3.085 eV.

=====

# 3
Formula: C7H17N
Source: OMol25
Level of theory: ωB97M-V/def2-TZVPD

```
25
Properties=species:S:1:pos:R:3:forces:R:3:mulliken_charge:R:1
C -1.211 0.168 2.607 0.3 0.5 1.0 -1.71
C -0.832 0.677 1.239 -1.9 0.4 -0.9 0.79
C -1.870 1.782 0.748 1.6 -0.3 0.2 -1.26
C -0.857 -0.493 0.222 0.7 1.6 -0.1 -1.37
C -0.070 -0.137 -1.064 1.1 -1.6 0.7 -0.59
N 1.091 -1.037 -1.234 -0.2 0.0 -0.6 -0.05
C 1.568 -1.088 -2.649 0.6 -0.9 1.8 -1.01
C 2.192 -0.736 -0.352 0.0 1.6 -0.1 -1.11
H -0.547 -0.646 2.903 -0.1 -0.1 0.2 0.39
H -1.174 0.949 3.380 0.4 0.0 -0.2 0.41
H -2.250 -0.142 2.692 -0.1 -0.4 -0.5 0.36
H 0.105 1.228 1.201 0.5 -0.6 0.4 0.35
H -2.353 1.431 -0.158 -0.4 0.2 0.0 0.31
H -1.266 2.659 0.499 -0.4 0.2 -0.2 0.29
H -2.564 2.093 1.522 -0.3 -0.2 0.0 0.39
H -1.898 -0.601 -0.078 -0.1 -0.6 0.3 0.47
H -0.427 -1.391 0.661 -0.2 -0.2 -0.1 0.46
H 0.347 0.877 -0.998 -0.7 0.4 -0.5 0.34
H -0.692 -0.401 -1.912 -0.1 0.9 -0.3 0.48
H 1.690 -2.155 -2.845 -0.4 0.1 -0.8 0.30
H 0.901 -0.551 -3.310 0.0 -0.2 -0.3 0.42
H 2.601 -0.726 -2.705 -0.2 0.6 -0.2 0.28
H 3.009 -1.438 -0.470 0.0 -0.3 0.2 0.39
H 1.892 -0.593 0.688 -0.1 -0.7 0.1 0.28
H 2.615 0.272 -0.585 0.0 -0.2 -0.2 0.38
```
Forces are in eV/Å.

Its energy relative to the best compared isomer or geometry (same formula, charge and spin) is 35.28 kcal/mol. As for the SMILES: CC(C)CCN(C)C. As for the spin multiplicity: 1. The calculation puts the LUMO energy at 1.13 eV. As for the HOMO-LUMO gap: 9.338 eV.

=====

# 4
Formula: C39H84Br6N4O17
Source: OMol25
Level of theory: ωB97M-V/def2-TZVPD

```
150
Properties=species:S:1:pos:R:3:forces:R:3:mulliken_charge:R:1
C 3.224 10.971 24.085 -1.0 0.5 -0.9 -0.33
O 1.896 11.521 24.049 0.9 0.5 0.6 -0.32
C 1.510 12.093 25.291 -0.9 -0.5 -0.3 -0.10
C 0.300 12.984 25.026 0.2 -1.1 0.1 -0.73
N -0.819 12.213 24.487 0.6 0.6 0.8 -0.38
C -1.878 13.105 24.041 0.0 -1.1 -0.8 -0.61
C -2.918 12.334 23.219 -0.1 0.5 0.6 -0.65
O -2.457 12.217 21.890 -0.5 0.4 0.1 -0.27
C -3.484 11.780 21.022 0.7 -0.8 0.0 -0.75
H 3.909 11.632 24.619 0.0 0.0 0.1 0.06
H 3.457 10.963 23.023 0.6 -0.4 0.2 0.11
H 3.240 9.962 24.498 0.0 0.0 0.1 0.28
H 2.273 12.712 25.778 0.3 -0.2 -0.3 0.08
H 1.268 11.238 25.931 -0.2 0.3 0.5 0.30
H 0.642 13.750 24.318 -0.1 0.3 0.1 0.32
H -0.011 13.410 25.981 0.0 0.4 0.0 0.33
H -0.436 11.566 23.810 -0.4 0.3 -0.5 0.31
H -1.534 13.924 23.394 0.2 0.0 -0.1 0.31
H -2.314 13.610 24.904 -0.2 -0.3 0.2 0.38
H -3.858 12.893 23.314 -0.1 0.1 -0.5 0.45
H -3.146 11.332 23.596 0.3 0.0 0.3 0.37
H -4.315 12.483 20.938 0.1 0.2 -0.1 0.29
H -3.881 10.810 21.349 -0.1 0.1 0.1 0.31
H -2.976 11.587 20.079 -0.3 0.3 -0.2 0.25
C 6.375 14.293 33.697 0.6 -1.0 0.7 -0.78
O 5.576 14.228 32.557 -0.2 1.3 -0.5 -0.28
C 5.319 12.956 32.026 0.3 -0.5 0.4 -0.70
C 4.677 13.102 30.665 0.3 0.4 0.1 -0.68
N 5.549 13.861 29.781 -0.5 -1.6 -0.3 0.06
C 4.928 14.285 28.549 1.1 1.2 -0.5 -1.34
C 6.004 14.658 27.520 0.3 -0.2 -0.1 0.00
O 6.439 13.602 26.674 -0.2 -0.1 0.2 0.02
C 7.065 12.489 27.308 -0.6 -0.3 -1.0 -0.63
H 5.914 13.736 34.523 0.1 -0.1 0.0 0.30
H 6.573 15.292 34.081 -0.5 0.3 -0.6 0.24
H 7.369 13.868 33.506 0.0 -0.2 0.0 0.32
H 4.722 12.370 32.736 -0.3 0.0 -0.2 0.46
H 6.246 12.376 31.908 0.2 0.2 0.0 0.34
H 3.680 13.551 30.734 -0.1 0.1 0.2 0.33
H 4.539 12.094 30.266 0.0 -0.1 -0.1 0.33
H 6.170 14.514 30.225 -0.3 0.3 0.1 0.23
H 4.329 15.196 28.697 -0.3 -0.1 0.0 0.53
H 4.308 13.537 28.051 -0.1 -0.3 0.5 0.47
H 6.880 15.071 28.033 0.0 0.2 0.1 0.15
H 5.628 15.398 26.812 -0.1 0.1 0.2 0.10
H 6.427 12.004 28.048 0.2 0.4 0.4 0.34
H 8.067 12.740 27.658 -0.1 0.0 0.3 0.18
H 7.127 11.755 26.501 0.4 0.0 0.0 0.07
C 14.551 17.611 25.647 0.1 0.0 -1.1 -0.46
O 13.262 17.523 26.212 -0.3 0.8 1.1 -0.34
C 12.326 18.326 25.458 1.2 -1.7 -1.3 0.06
C 10.911 17.877 25.664 -0.7 0.5 0.5 0.15
N 10.469 18.239 27.020 0.3 -0.3 -0.7 -0.33
C 9.096 17.888 27.332 0.0 0.2 0.4 0.05
C 8.775 18.573 28.647 0.2 0.3 -0.2 -0.97
O 7.401 18.453 28.952 0.4 0.1 0.1 0.06
C 7.050 18.932 30.228 -0.4 -0.5 0.3 -0.98
H 15.337 17.101 26.198 -0.5 -0.3 0.4 0.26
H 14.941 18.623 25.480 -0.5 0.3 0.3 0.29
H 14.451 17.170 24.650 0.5 -0.1 0.0 0.05
H 12.608 18.074 24.425 -0.4 0.4 -0.2 -0.31
H 12.492 19.398 25.557 -0.1 0.1 0.5 0.43
H 10.716 16.819 25.455 0.6 -0.2 0.0 -0.34
H 10.308 18.372 24.897 -0.1 0.4 0.3 0.29
H 11.114 17.758 27.640 -0.1 0.1 0.2 0.31
H 8.911 16.810 27.447 0.0 -0.1 -0.3 0.06
H 8.440 18.286 26.555 0.0 -0.1 0.0 0.08
H 9.085 19.619 28.540 -0.2 0.1 0.1 0.37
H 9.405 18.144 29.438 -0.2 -0.1 0.1 0.33
H 7.631 18.496 31.049 0.2 -0.2 -0.2 0.39
H 6.024 18.582 30.357 -0.1 0.4 0.2 0.27
H 7.120 20.015 30.375 0.0 0.1 -0.5 0.31
C 5.987 10.776 15.274 -0.7 -0.3 -0.2 -0.72
O 4.897 10.775 16.188 0.7 -0.3 -0.1 -0.31
C 4.587 9.491 16.727 -0.4 0.4 -0.3 -0.75
C 4.205 9.703 18.163 -0.2 -0.4 -0.1 -0.53
N 5.332 10.097 18.998 -0.4 0.4 0.0 -0.32
C 4.874 10.449 20.377 1.5 -0.2 -1.5 -0.71
C 6.050 10.217 21.331 -0.8 -1.1 0.8 -0.05
O 5.525 9.403 22.396 0.2 0.0 0.3 -0.37
C 6.421 9.321 23.490 -0.3 0.5 -0.1 -0.26
H 5.883 9.957 14.556 0.1 -0.1 0.0 0.31
H 6.943 10.669 15.787 0.1 0.2 0.0 0.28
H 5.914 11.694 14.696 0.3 0.2 0.2 0.26
H 5.371 8.732 16.632 0.4 0.4 0.0 0.43
H 3.727 9.095 16.173 -0.1 0.0 0.1 0.34
H 3.802 8.737 18.491 0.0 0.2 0.4 0.40
H 3.401 10.453 18.170 -0.1 -0.1 0.1 0.33
H 5.709 10.937 18.566 0.2 -0.1 0.0 0.21
H 4.073 9.735 20.543 -0.1 0.3 0.7 0.42
H 4.552 11.495 20.397 -0.4 -0.2 0.3 0.36
H 6.496 11.133 21.740 -0.1 0.1 -0.1 -0.05
H 6.819 9.600 20.864 0.1 0.4 -0.4 0.36
H 7.455 9.218 23.155 0.1 0.0 0.0 0.11
H 6.183 8.483 24.144 -0.2 -0.1 -0.2 0.29
H 6.293 10.240 24.079 0.4 0.0 0.1 0.00
O 9.745 16.689 22.212 -0.7 0.4 0.3 -0.56
C 8.849 16.208 22.852 1.2 -0.5 0.0 0.44
O 8.630 14.894 22.888 -0.6 -0.6 -0.4 -0.18
C 7.590 14.593 23.823 0.0 -0.8 0.3 0.59
C 7.059 15.956 24.238 -0.2 -0.5 0.7 0.69
O 8.026 16.840 23.688 -0.3 1.2 0.0 -0.18
H 6.834 13.927 23.405 0.1 0.3 -0.4 0.24
H 8.051 14.021 24.625 -0.1 0.3 0.2 -0.56
H 7.007 16.051 25.321 0.5 0.2 0.0 -0.75
H 6.039 16.174 23.922 0.2 0.2 -0.7 0.18
O 6.021 19.149 17.006 0.1 0.3 0.2 -0.54
C 6.478 19.134 18.106 -0.4 -1.0 -0.5 0.62
O 6.982 20.170 18.768 0.0 0.6 0.1 -0.35
C 7.443 19.758 20.037 0.4 -0.4 1.2 -0.29
C 7.256 18.222 20.080 -0.1 1.5 -0.7 0.41
O 6.542 18.005 18.848 0.4 -0.6 0.5 -0.39
H 8.489 20.037 20.145 0.0 0.1 -0.1 0.27
H 6.881 20.194 20.863 -0.2 0.4 -0.3 0.25
H 6.629 17.964 20.928 0.1 -0.4 -0.1 0.05
H 8.246 17.772 20.094 -0.3 -0.6 -0.1 -0.02
O 5.374 19.466 24.143 -0.5 -0.3 0.3 -0.54
C 4.937 19.623 25.245 1.1 0.6 -0.9 0.51
O 3.851 20.335 25.555 -0.4 -0.1 -0.1 -0.36
C 3.628 20.257 26.965 1.1 0.4 -0.1 -0.38
C 4.991 19.773 27.510 -1.9 -0.5 0.2 -0.04
O 5.582 19.204 26.350 0.4 -0.1 0.6 -0.09
H 3.447 21.274 27.303 -0.7 -0.3 0.2 0.32
H 2.871 19.505 27.158 -0.4 0.4 0.1 0.26
H 4.725 18.991 28.220 0.8 0.0 0.1 0.09
H 5.529 20.581 28.000 0.6 -0.2 -0.4 0.22
Br 14.896 14.128 24.616 -0.2 -0.5 0.0 -0.16
C 13.227 13.234 25.123 0.2 -0.3 1.2 -0.37
C 12.360 14.312 25.729 -0.5 0.1 -1.1 -0.15
Br 10.449 13.727 25.816 0.8 0.1 0.2 -0.14
H 13.462 12.481 25.875 0.2 0.0 -0.1 0.50
H 12.804 12.726 24.267 0.0 0.4 -0.2 -0.03
H 12.386 15.145 25.031 -0.4 0.2 0.2 -0.18
H 12.648 14.662 26.713 0.0 -0.2 0.1 0.47
Br 10.125 9.680 21.936 -0.2 0.4 -0.2 -0.20
C 10.304 11.616 22.375 0.6 -0.8 0.1 -0.25
C 11.485 12.098 21.549 -0.5 0.4 0.4 -0.90
Br 11.955 13.971 21.989 -0.3 -0.6 -0.1 0.02
H 10.488 11.517 23.438 0.1 0.6 0.1 0.23
H 9.380 12.146 22.176 0.0 -0.1 -0.1 0.20
H 11.200 12.086 20.503 0.3 0.1 -0.1 0.49
H 12.375 11.510 21.740 0.0 0.0 -0.1 0.47
Br 14.082 18.651 22.037 0.1 -0.2 -0.4 -0.15
C 13.110 17.170 21.223 -1.1 -0.5 -0.1 -0.15
C 12.753 17.459 19.763 -0.2 0.0 0.9 -0.58
Br 11.626 16.022 18.990 0.7 0.5 0.1 -0.22
H 12.202 17.072 21.818 0.0 0.1 -0.1 -0.12
H 13.654 16.236 21.336 0.4 0.3 0.0 0.43
H 13.679 17.634 19.225 -0.3 -0.2 -0.5 0.43
H 12.079 18.306 19.709 0.3 0.2 -0.1 0.37
```
Forces are in eV/Å.

As for the SMILES: COCCNCCOC.COCCNCCOC.COCCNCCOC.COCCNCCOC.O=C1OCCO1.O=C1OCCO1.O=C1OCCO1.BrCCBr.BrCCBr.BrCCBr. As for the spin multiplicity: 1. The calculation puts the LUMO energy at 0.09 eV. As for the HOMO-LUMO gap: 8.734 eV.